A structure of composition C30H41N8O4RuS in a non-equilibrium geometry. Source: OMol25; level of theory: ωB97M-V/def2-TZVPD.

Properties
Expectation value of S²   0.754
2S+1   2
Highest occupied orbital energy (spin up / spin down)   -12.493 / -12.487 eV
Gap between HOMO and LUMO (spin up / spin down)   5.9 / 5.1 eV
Net charge   +2
Molecular weight   710.85 g/mol

Structure (XYZ):
```
85
Properties=species:S:1:pos:R:3:forces:R:3:mulliken_spin:R:1
Ru 0.24120 1.45315 0.38795 2.10 2.75 -1.86 0.82
C -0.16709 -1.14013 7.00289 -0.02 -0.02 -0.23 0.00
C -0.56111 -1.86119 5.71529 -0.32 -0.27 0.26 0.00
C -2.03297 -2.29999 5.83809 0.23 0.12 0.01 0.00
C 0.34308 -3.09463 5.55190 0.00 0.22 -0.06 0.00
C -0.41728 -0.99330 4.48633 0.71 1.26 0.59 0.00
C 0.10681 0.32833 4.53309 -0.44 -1.44 -0.10 -0.01
C 0.31122 1.01329 3.36322 0.03 0.47 -0.17 -0.02
N 0.00532 0.52913 2.15623 -1.29 -1.95 0.62 0.04
C -0.52402 -0.75382 2.06213 0.75 1.43 3.25 0.00
C -0.74520 -1.49276 3.24579 0.09 0.37 -1.88 -0.01
C -0.77029 -1.20817 0.74544 -0.42 -0.31 -3.62 -0.01
C -1.22538 -2.49605 0.37916 0.46 1.28 1.09 0.00
C -1.45298 -2.84164 -0.92916 0.21 0.87 -1.49 0.00
C -1.20448 -1.83318 -1.91469 -0.34 -1.09 1.20 -0.01
C -0.75176 -0.60351 -1.53138 0.12 0.61 -0.28 0.01
N -0.51912 -0.26238 -0.25561 -0.55 -2.03 1.53 0.02
C -1.93016 -4.20185 -1.36803 -0.13 -0.41 -0.21 0.00
C -3.25983 -4.03826 -2.12398 0.16 0.07 0.19 0.00
C -0.87987 -4.80429 -2.31767 -0.07 0.11 0.20 0.00
C -2.14573 -5.16624 -0.20119 0.07 0.21 -0.08 0.00
H -0.31472 -1.81007 7.84503 -0.02 -0.05 0.07 0.00
H -0.78296 -0.26032 7.16768 -0.06 0.16 0.08 0.00
H 0.88150 -0.85446 6.99322 0.15 0.10 0.04 0.00
H -2.15558 -2.87612 6.75152 -0.05 -0.07 0.05 0.00
H -2.34888 -2.91872 5.00313 -0.06 -0.09 -0.10 0.00
H -2.68120 -1.42836 5.89074 -0.14 0.05 0.04 0.00
H 0.25644 -3.73126 6.42799 -0.04 -0.06 0.08 0.00
H 1.38259 -2.78556 5.45841 0.12 -0.04 -0.01 0.00
H 0.07834 -3.68295 4.67711 -0.03 -0.10 -0.09 0.00
H 0.35933 0.79080 5.47094 0.09 0.04 0.08 0.00
H 0.74342 2.00806 3.37881 -0.10 -0.10 -0.13 0.00
H -1.17125 -2.47826 3.14879 0.01 -0.11 0.06 0.00
H -1.38727 -3.21280 1.16525 -0.05 -0.10 0.08 0.00
H -1.37434 -2.03359 -2.95817 0.02 0.03 -0.13 0.00
H -0.55615 0.16838 -2.27012 0.04 -0.12 0.16 0.00
H -3.13977 -3.43448 -3.01808 -0.03 0.08 -0.14 0.00
H -4.00369 -3.56885 -1.48459 -0.16 0.02 0.02 0.00
H -3.62343 -5.01674 -2.42325 -0.07 -0.09 -0.04 0.00
H -0.74088 -4.19077 -3.20235 0.05 0.06 -0.15 0.00
H -1.20868 -5.78802 -2.63896 -0.02 -0.12 -0.04 0.00
H 0.07735 -4.90665 -1.81150 0.14 -0.06 0.00 0.00
H -2.90064 -4.79563 0.48838 -0.11 0.02 0.12 0.00
H -1.22103 -5.34692 0.34255 0.11 -0.05 0.11 0.00
H -2.49214 -6.12249 -0.58452 -0.02 -0.05 -0.03 0.00
N 0.98459 0.85886 -7.81876 0.07 -0.23 -0.52 0.00
C 0.85977 1.44145 -6.61569 -0.10 0.25 0.57 0.00
C 1.86843 2.29957 -6.12408 -0.22 -0.11 0.05 0.00
C 1.75976 2.85651 -4.87202 -0.10 0.06 -0.23 0.00
C 0.63703 2.58050 -4.10327 -0.16 0.48 0.87 0.00
C -0.38509 1.76651 -4.57262 0.01 0.02 -0.13 0.00
C -0.28400 1.20162 -5.82126 0.24 0.03 -0.04 0.00
S 0.49103 3.20332 -2.46377 -0.06 -0.55 -0.77 -0.01
O 1.37943 4.30869 -2.22747 0.18 -0.01 -0.40 0.01
O -0.89853 3.38137 -2.13253 -0.25 -0.07 -0.15 0.00
N 0.96560 1.96803 -1.45256 -2.06 0.72 0.63 0.09
C 2.22873 1.52490 -1.47529 2.20 -0.80 -0.19 -0.01
N 3.02150 1.68361 -2.52757 -0.45 0.34 0.16 0.02
C 4.23501 1.16416 -2.47145 0.03 -0.28 0.28 -0.01
C 4.68780 0.46020 -1.36306 -0.29 0.11 0.18 0.02
C 3.80777 0.36392 -0.29004 0.63 -0.28 0.02 0.00
N 2.59569 0.88294 -0.34372 -2.19 0.55 0.15 0.01
H 1.76950 1.06880 -8.41397 -0.17 -0.05 0.04 0.00
H 0.23909 0.29802 -8.19659 0.14 0.09 -0.03 0.00
H 2.72012 2.51233 -6.75225 0.12 0.06 -0.01 0.00
H 2.51461 3.51542 -4.47682 0.14 0.04 -0.05 0.00
H -1.26192 1.61752 -3.96208 -0.19 -0.06 -0.02 0.00
H -1.07860 0.58267 -6.21007 -0.09 -0.05 -0.02 0.00
H 4.84166 1.30835 -3.35468 0.18 -0.04 -0.01 0.00
H 5.66583 0.01407 -1.33112 0.12 -0.02 0.07 0.00
H 4.08632 -0.13072 0.63228 0.01 -0.06 -0.04 0.00
C -2.23736 3.92594 0.68082 -0.14 0.59 0.40 0.00
O -1.96723 2.62653 0.17393 1.18 -1.40 -0.23 0.00
H -3.30404 4.13540 0.55752 0.13 -0.03 0.06 0.00
H -1.66464 4.68780 0.14631 0.04 -0.09 0.06 0.00
H -1.99018 3.94729 1.74068 0.00 -0.02 -0.05 0.00
H -1.93746 2.74057 -0.79643 0.18 -0.14 0.11 0.00
N 1.19732 5.03800 2.57993 -0.03 -0.04 0.17 0.00
C 1.31786 4.44339 1.37811 0.20 0.41 -0.11 0.00
N 1.84795 5.13624 0.37047 -0.05 -0.01 -0.07 0.00
O 0.94793 3.25102 1.25980 -0.40 -1.02 0.02 0.03
H 1.52000 5.97310 2.75529 0.01 0.01 -0.05 0.00
H 0.84572 4.50822 3.36029 0.06 0.07 -0.16 0.00
H 2.10283 6.10384 0.48127 -0.04 -0.03 0.11 0.00
H 1.77346 4.79332 -0.59133 0.00 -0.04 0.25 0.00
```
Positions in Å, forces in eV/Å.